{"formula": "C18H23FN6O4", "method": "ωB97M-V/def2-TZVPD", "symbols": ["C", "C", "N", "C", "C", "N", "C", "C", "C", "O", "N", "C", "C", "C", "C", "C", "N", "C", "O", "C", "N", "C", "O", "N", "C", "O", "C", "F", "C", "H", "H", "H", "H", "H", "H", "H", "H", "H", "H", "H", "H", "H", "H", "H", "H", "H", "H", "H", "H", "H", "H", "H"], "positions_angstrom": [[-1.259, 3.435, -2.935], [-2.036, 2.179, -3.131], [-3.296, 2.105, -3.500], [-3.573, 0.764, -3.612], [-2.475, 0.022, -3.301], [-1.490, 0.935, -2.990], [-0.121, 0.622, -2.608], [0.545, -0.312, -3.602], [-0.055, 0.055, -1.178], [0.520, -0.991, -0.941], [-0.641, 0.820, -0.225], [-0.561, 0.477, 1.186], [-1.860, -0.040, 1.818], [-2.529, -1.151, 0.978], [-3.904, -0.728, 0.459], [-3.886, 0.685, -0.101], [-3.465, 1.631, 0.944], [-3.855, 2.926, 0.977], [-3.665, 3.677, 1.916], [-4.561, 3.468, -0.249], [-3.846, 4.252, -1.060], [-4.512, 4.775, -2.069], [-3.812, 5.578, -2.884], [-5.801, 4.611, -2.362], [-6.494, 3.831, -1.560], [-7.787, 3.617, -1.810], [-5.896, 3.233, -0.456], [-6.604, 2.436, 0.362], [-2.841, 1.082, 2.146], [-1.899, 4.277, -3.173], [-0.922, 3.564, -1.904], [-0.383, 3.463, -3.587], [-4.548, 0.413, -3.909], [-2.303, -1.040, -3.270], [0.415, 1.572, -2.591], [1.587, -0.462, -3.329], [0.066, -1.290, -3.602], [0.489, 0.116, -4.602], [-1.130, 1.657, -0.500], [0.203, -0.295, 1.258], [-0.210, 1.352, 1.739], [-1.557, -0.453, 2.784], [-1.886, -1.406, 0.133], [-2.629, -2.062, 1.569], [-4.237, -1.406, -0.328], [-4.649, -0.785, 1.257], [-3.207, 0.736, -0.954], [-4.878, 0.946, -0.461], [-4.405, 5.842, -3.599], [-8.007, 4.112, -2.612], [-3.616, 0.714, 2.826], [-2.339, 1.901, 2.658]], "homo_energy_ev": -8.84, "multiplicity": 1, "smiles": "Cc1nccn1[C@H](C)C(=O)NC[C@@H]1CCCN(C(=O)c2nc(O)nc(O)c2F)C1", "relative_energy_kcal_mol": 2.29, "gap_ev": 9.48, "total_energy_ha": -1429.1619, "fmax_ev_per_a": 0.0}



{"formula": "C49H60BBr2Cl2N8ORuTe", "method": "ωB97M-V/def2-TZVPD", "symbols": ["Ru", "C", "C", "C", "C", "C", "C", "C", "C", "C", "N", "N", "B", "N", "N", "C", "C", "C", "C", "C", "C", "C", "C", "C", "N", "N", "C", "C", "C", "C", "C", "C", "C", "C", "C", "H", "H", "H", "H", "H", "H", "H", "H", "H", "H", "H", "H", "H", "H", "H", "H", "H", "H", "H", "H", "H", "H", "H", "H", "H", "H", "H", "H", "H", "H", "H", "H", "H", "H", "H", "H", "H", "H", "H", "H", "H", "H", "H", "H", "H", "H", "C", "C", "C", "C", "C", "C", "Br", "C", "C", "Br", "C", "O", "C", "N", "H", "H", "H", "H", "H", "H", "Te", "C", "C", "C", "C", "C", "C", "H", "H", "H", "H", "H", "Cl", "C", "C", "C", "C", "C", "Cl", "C", "N", "H", "H", "H"], "positions_angstrom": [[0.658, -0.213, -1.207], [3.455, 1.827, 0.232], [2.533, 2.911, 0.772], [2.403, 4.074, -0.222], [1.175, 2.412, 1.181], [0.322, 3.102, 2.056], [-0.800, 2.321, 2.186], [-2.032, 2.719, 2.958], [-3.274, 2.743, 2.067], [-2.285, 1.936, 4.249], [-0.622, 1.221, 1.409], [0.589, 1.300, 0.772], [-1.460, -0.093, 1.363], [-2.299, -0.152, 0.023], [-1.718, 0.071, -1.183], [-2.677, 0.071, -2.105], [-3.907, -0.190, -1.487], [-3.627, -0.337, -0.143], [-4.625, -0.689, 0.922], [-5.856, 0.220, 0.858], [-5.051, -2.153, 0.763], [-2.503, 0.476, -3.554], [-3.775, 0.177, -4.351], [-1.307, -0.122, -4.295], [-0.541, -1.319, 1.564], [0.551, -1.482, 0.767], [1.211, -2.542, 1.188], [0.530, -3.109, 2.272], [-0.562, -2.309, 2.499], [-1.426, -2.450, 3.727], [-2.941, -2.422, 3.536], [-0.975, -1.444, 4.793], [2.513, -3.038, 0.630], [2.284, -4.260, -0.269], [3.322, -1.967, -0.090], [4.377, 2.273, -0.152], [2.997, 1.277, -0.589], [3.699, 1.117, 1.024], [2.967, 3.303, 1.697], [1.948, 3.727, -1.153], [3.389, 4.482, -0.458], [1.783, 4.878, 0.183], [0.519, 4.035, 2.561], [-1.823, 3.750, 3.257], [-3.484, 1.748, 1.683], [-3.127, 3.405, 1.210], [-4.146, 3.089, 2.630], [-2.631, 0.924, 4.043], [-3.052, 2.441, 4.843], [-1.374, 1.866, 4.846], [-2.242, -0.068, 2.262], [-4.875, -0.273, -1.951], [-4.159, -0.570, 1.897], [-6.425, 0.032, -0.056], [-5.581, 1.274, 0.871], [-6.515, 0.025, 1.709], [-5.606, -2.277, -0.171], [-5.692, -2.467, 1.592], [-4.185, -2.813, 0.717], [-2.377, 1.566, -3.547], [-4.010, -0.889, -4.299], [-3.617, 0.439, -5.399], [-4.638, 0.739, -3.990], [-1.503, -1.163, -4.564], [-0.391, -0.109, -3.710], [-1.131, 0.443, -5.214], [0.834, -3.963, 2.856], [-1.178, -3.451, 4.092], [-3.310, -1.404, 3.427], [-3.426, -2.854, 4.415], [-3.247, -2.996, 2.659], [-1.016, -0.430, 4.398], [0.060, -1.621, 5.087], [-1.619, -1.499, 5.678], [3.083, -3.351, 1.511], [1.739, -3.966, -1.169], [1.703, -5.029, 0.245], [3.242, -4.691, -0.574], [2.826, -1.629, -1.002], [4.291, -2.373, -0.395], [3.493, -1.115, 0.570], [-1.283, 3.136, -1.320], [-0.385, 2.973, -2.510], [-0.527, 3.885, -3.586], [0.311, 3.829, -4.651], [1.355, 2.876, -4.669], [2.314, 2.758, -5.697], [2.266, 3.928, -7.209], [3.317, 1.832, -5.618], [3.402, 0.978, -4.520], [4.849, -0.240, -4.431], [2.496, 1.003, -3.440], [2.594, 0.257, -2.429], [1.429, 1.996, -3.563], [0.542, 2.042, -2.529], [-2.334, 3.147, -1.624], [-1.061, 4.088, -0.829], [-1.137, 2.342, -0.602], [-1.315, 4.627, -3.542], [0.204, 4.520, -5.477], [4.055, 1.762, -6.405], [2.787, -0.093, 3.871], [4.770, 0.050, 4.602], [5.099, -0.283, 5.926], [6.402, -0.204, 6.402], [7.435, 0.215, 5.571], [7.133, 0.553, 4.256], [5.829, 0.473, 3.785], [4.306, -0.613, 6.587], [6.613, -0.474, 7.432], [8.453, 0.274, 5.938], [7.923, 0.883, 3.589], [5.621, 0.740, 2.755], [-1.736, -3.247, -0.829], [-1.119, -3.609, -2.416], [-1.715, -4.622, -3.142], [-1.242, -4.962, -4.404], [-0.151, -4.267, -4.919], [0.429, -3.252, -4.191], [1.782, -2.394, -4.864], [-0.034, -2.832, -2.906], [0.488, -1.791, -2.272], [-2.553, -5.149, -2.702], [-1.715, -5.749, -4.975], [0.253, -4.512, -5.893]], "homo_energy_ev": [-1.11, -1.11], "multiplicity": 6, "gap_ev": [4.71, 4.71], "total_energy_ha": -8872.8001, "fmax_ev_per_a": 0.5, "total_charge": -2}



{"formula": "C3H3Br2O2", "method": "ωB97M-V/def2-TZVPD", "symbols": ["C", "C", "C", "O", "O", "Br", "Br", "H", "H", "H"], "positions_angstrom": [[1.356, -0.118, -0.779], [-0.955, -0.101, 0.528], [0.081, -0.579, -0.392], [1.329, -1.249, -0.051], [2.100, 0.624, -1.353], [-0.753, -1.763, -1.768], [0.476, 3.084, 1.831], [-0.659, 0.729, 1.120], [-1.789, 0.325, -0.119], [-1.186, -0.953, 0.982]], "homo_energy_ev": -3.89, "multiplicity": 1, "relative_energy_kcal_mol": 22.20, "gap_ev": 6.53, "total_energy_ha": -5414.6585, "fmax_ev_per_a": 4.6, "total_charge": -1}



{"formula": "C4H6N2O", "method": "ωB97M-V/def2-TZVPD", "symbols": ["N", "C", "C", "O", "N", "C", "C", "H", "H", "H", "H", "H", "H"], "positions_angstrom": [[-1.894, 0.885, 0.094], [-0.748, 0.306, -0.187], [-0.134, -0.953, -0.382], [-0.635, -2.212, -0.577], [1.175, -0.814, 0.044], [1.537, 0.414, 0.398], [0.345, 1.265, 0.153], [-2.730, 0.590, -0.378], [-0.456, 1.812, 0.764], [-1.366, -2.342, 0.047], [1.795, -1.621, 0.092], [2.577, 0.662, 0.560], [0.534, 2.008, -0.629]], "homo_energy_ev": [-6.80, -6.80], "multiplicity": 1, "relative_energy_kcal_mol": 99.13, "gap_ev": [7.23, 7.23], "total_energy_ha": -340.6369, "fmax_ev_per_a": 2.4}



{"formula": "C5H12O", "method": "ωB97M-V/def2-TZVPD", "symbols": ["C", "C", "C", "O", "C", "C", "H", "H", "H", "H", "H", "H", "H", "H", "H", "H", "H", "H"], "positions_angstrom": [[2.870, -0.278, -0.060], [1.472, -0.911, -0.110], [0.411, 0.185, 0.082], [-0.872, -0.276, 0.465], [-2.024, 0.757, 0.335], [-2.765, 0.122, -0.810], [3.667, -1.015, -0.203], [3.035, 0.206, 0.911], [2.990, 0.492, -0.833], [1.375, -1.662, 0.682], [1.335, -1.437, -1.065], [0.745, 0.841, 0.890], [0.357, 0.779, -0.848], [-1.587, 1.735, 0.115], [-2.528, 0.747, 1.305], [-3.730, -0.345, -0.573], [-1.872, -0.610, -0.759], [-2.824, 0.699, -1.743]], "homo_energy_ev": -9.45, "multiplicity": 1, "smiles": "CCCOCC", "relative_energy_kcal_mol": 47.07, "gap_ev": 10.66, "total_energy_ha": -272.8737, "fmax_ev_per_a": 3.2}



{"formula": "C20H22N2O9RuS", "method": "ωB97M-V/def2-TZVPD", "symbols": ["Ru", "O", "C", "O", "C", "C", "C", "C", "C", "N", "C", "O", "O", "H", "H", "H", "H", "O", "C", "O", "C", "C", "C", "C", "C", "C", "N", "O", "O", "H", "H", "H", "H", "C", "C", "C", "S", "O", "C", "C", "C", "H", "H", "H", "H", "H", "H", "H", "H", "H", "H", "H", "H", "H", "H"], "positions_angstrom": [[7.172, 13.838, 6.280], [10.422, 14.031, 9.094], [9.313, 13.859, 8.382], [9.118, 14.338, 7.235], [8.247, 12.954, 8.941], [8.343, 12.220, 10.150], [7.254, 11.328, 10.398], [6.154, 11.199, 9.519], [6.168, 11.980, 8.341], [7.212, 12.810, 8.067], [5.109, 12.149, 7.300], [4.127, 11.461, 7.196], [5.274, 13.199, 6.461], [10.934, 14.729, 8.623], [9.221, 12.202, 10.836], [7.348, 10.802, 11.319], [5.305, 10.596, 9.675], [6.314, 15.650, 6.657], [7.059, 16.331, 5.768], [7.829, 15.843, 4.966], [7.002, 17.825, 5.929], [6.542, 18.428, 7.106], [6.249, 19.788, 7.063], [6.579, 20.601, 5.981], [7.090, 19.966, 4.797], [7.292, 18.578, 4.775], [7.588, 20.825, 3.715], [7.779, 22.014, 3.989], [7.659, 20.258, 2.647], [6.157, 17.912, 7.968], [5.804, 20.345, 7.936], [6.274, 21.615, 6.048], [7.573, 18.065, 3.832], [11.167, 8.816, 5.376], [10.258, 9.335, 4.234], [9.873, 10.748, 4.583], [8.873, 10.912, 6.117], [8.062, 12.081, 5.581], [7.697, 9.547, 6.123], [6.709, 9.417, 4.918], [5.617, 8.393, 5.295], [11.680, 7.896, 5.120], [10.623, 8.657, 6.271], [11.935, 9.515, 5.630], [9.439, 8.639, 4.095], [10.902, 9.388, 3.390], [9.411, 11.343, 3.750], [10.817, 11.249, 4.916], [7.180, 9.741, 7.088], [8.140, 8.597, 6.369], [7.275, 9.076, 4.040], [6.234, 10.395, 4.725], [5.981, 7.526, 5.907], [5.229, 7.994, 4.355], [4.797, 8.834, 5.923]], "homo_energy_ev": [-13.16, -15.17], "multiplicity": 5, "relative_energy_kcal_mol": 73.97, "gap_ev": [6.05, 4.09], "total_energy_ha": -2054.1593, "fmax_ev_per_a": 3.6, "total_charge": 2}